49
Properties=species:S:1:pos:R:3:lowdin_spin:R:1 method="wB97M-V/def2-TZVPD" homo_lumo_gap_ev="7.019 / 5.314" multiplicity=3 charge=+1 energy_ev=-51544.3355
Pd -0.65 -0.37 -0.20 0.028
C -4.01 -0.56 -2.73 0.002
O -3.00 -0.81 -3.72 0.030
C -1.73 -0.37 -3.68 0.059
C -0.99 -0.63 -4.82 0.010
C 0.32 -0.19 -4.95 0.078
C 0.93 0.54 -3.95 -0.008
C 0.26 0.79 -2.77 0.085
C 0.84 1.60 -1.72 0.093
N 0.47 1.44 -0.50 0.140
N 0.83 2.14 0.52 0.374
C 0.03 1.99 1.64 0.035
O -0.76 1.05 1.77 0.093
C 0.19 3.04 2.67 0.006
C 1.23 3.97 2.60 0.008
C 1.32 4.97 3.55 0.000
C 0.38 5.06 4.56 0.006
C -0.65 4.13 4.63 0.002
C -0.75 3.12 3.70 0.002
C -1.11 0.34 -2.58 0.102
O -1.79 0.66 -1.52 0.178
H -4.90 -1.04 -3.13 0.000
H -4.18 0.50 -2.60 0.001
H -3.77 -1.01 -1.78 0.001
H -1.47 -1.19 -5.61 0.000
H 0.86 -0.41 -5.86 0.004
H 1.95 0.90 -4.07 -0.002
H 1.54 2.40 -1.99 0.004
H 1.96 3.90 1.80 0.000
H 2.13 5.69 3.49 0.000
H 0.44 5.86 5.29 0.000
H -1.39 4.20 5.42 0.000
H -1.55 2.40 3.73 0.000
O -0.98 -2.60 -1.43 0.309
N -1.53 -1.96 -0.66 0.361
S 3.42 -2.04 0.59 -0.001
C 2.15 -0.91 0.68 -0.001
N 0.95 -1.39 0.86 -0.002
C 1.00 -2.78 1.02 0.001
C -0.06 -3.61 1.40 0.000
C 0.16 -4.97 1.46 0.000
C 1.42 -5.51 1.18 0.000
C 2.50 -4.69 0.90 0.000
C 2.28 -3.32 0.86 0.000
H 2.35 0.15 0.63 0.000
H -1.02 -3.18 1.65 0.000
H -0.65 -5.63 1.73 0.000
H 1.56 -6.58 1.20 0.000
H 3.49 -5.10 0.74 0.000

---

53
Properties=species:S:1:pos:R:3:nbo_charge:R:1 method="wB97M-V/def2-TZVPD" homo_lumo_gap_ev=2.597 e_above_lowest_kj_mol=124.1 charge=-2 energy_ev=-59183.8855
Pd -0.33 0.11 1.03 0.909
N -2.26 -1.95 4.35 -0.822
C -1.73 -1.43 3.17 0.252
S -0.61 -0.11 3.32 -0.224
N -2.15 -1.96 2.08 -0.426
N -1.61 -1.39 0.92 -0.258
C -2.06 -1.89 -0.16 0.135
C -1.64 -1.59 -1.51 -0.232
C -2.31 -2.26 -2.55 -0.135
C -1.98 -2.09 -3.87 -0.328
C -0.94 -1.22 -4.20 -0.209
C -0.26 -0.54 -3.21 -0.261
C -0.59 -0.68 -1.83 0.406
O 0.07 0.01 -0.98 -0.706
H -1.69 -1.76 5.15 0.373
H -2.56 -2.91 4.27 0.374
H -2.81 -2.66 -0.03 0.191
H -3.12 -2.93 -2.27 0.194
H -2.52 -2.63 -4.65 0.190
H -0.66 -1.06 -5.23 0.187
H 0.54 0.16 -3.45 0.204
O 1.89 2.89 -0.27 -0.660
C 2.09 1.95 0.49 0.766
O 1.33 1.37 1.32 -0.764
C 3.51 1.39 0.53 -0.028
C 3.72 0.06 0.87 -0.149
C 5.01 -0.44 0.87 -0.001
C 6.10 0.35 0.57 -0.185
C 5.87 1.67 0.25 -0.015
C 4.59 2.20 0.21 -0.155
N 7.02 2.53 -0.06 0.540
O 6.81 3.69 -0.30 -0.381
O 8.12 2.03 -0.04 -0.405
N 5.25 -1.85 1.22 0.538
O 6.40 -2.24 1.21 -0.415
O 4.30 -2.54 1.47 -0.355
H 2.88 -0.56 1.15 0.283
H 7.10 -0.05 0.59 0.265
H 4.42 3.22 -0.09 0.265
C -2.00 2.14 0.77 -0.787
C -3.17 1.55 0.30 -0.048
C -3.44 1.34 -1.10 -0.262
C -4.55 0.66 -1.55 -0.224
C -5.50 0.13 -0.67 -0.409
C -5.27 0.31 0.70 -0.209
C -4.17 0.99 1.18 -0.305
H -1.96 2.45 1.81 0.183
H -1.36 2.68 0.08 0.199
H -2.71 1.73 -1.82 0.185
H -4.68 0.53 -2.62 0.181
H -6.36 -0.42 -1.03 0.174
H -5.98 -0.10 1.42 0.176
H -4.02 1.09 2.25 0.189

---

133
Properties=species:S:1:pos:R:3:lowdin_charge:R:1 method="wB97M-V/def2-TZVPD" homo_lumo_gap_ev=5.459 charge=-5 energy_ev=-358373.4614
Li -4.29 6.03 -1.08 0.905
C 2.94 -3.40 0.16 -0.104
C 3.55 -2.07 -0.14 -0.245
C 2.56 -1.11 -0.78 -0.096
N 1.28 -0.71 0.09 -0.180
C 0.15 -1.87 -0.08 0.072
C 0.67 0.58 -0.50 -0.122
C -0.13 1.18 0.60 -0.168
C 0.70 0.95 1.81 -0.157
C 1.54 -0.28 1.53 -0.079
H 2.19 -3.70 -0.58 0.083
H 2.30 -3.30 1.03 0.063
H 3.75 -4.06 0.43 0.093
H 4.31 -2.34 -0.88 0.120
H 4.19 -1.65 0.63 0.118
H 2.39 -1.28 -1.84 0.140
H 3.00 -0.12 -0.86 0.115
H 0.42 -2.26 -1.06 0.093
H -0.88 -1.52 -0.12 0.098
H 0.17 -2.57 0.76 0.095
H 0.29 0.30 -1.48 0.144
H 1.46 1.30 -0.73 0.135
H -1.09 0.69 0.78 0.123
H -0.25 2.25 0.42 0.132
H 0.24 0.88 2.80 0.134
H 1.33 1.83 1.95 0.125
H 1.33 -1.07 2.25 0.139
H 2.60 -0.02 1.49 0.130
C -0.06 8.90 1.37 -0.811
F 0.09 7.73 1.02 0.223
F 0.09 8.92 2.68 0.164
F 0.90 9.55 0.78 0.161
S -1.71 9.67 0.73 0.706
O -1.70 11.00 1.41 -0.330
O -1.71 9.70 -0.70 -0.309
N -2.80 8.41 1.39 -0.331
S -3.09 8.86 2.86 0.548
O -2.34 8.14 3.89 -0.323
O -3.31 10.26 3.27 -0.329
C -4.90 8.07 3.09 -0.526
F -5.03 7.03 2.19 0.025
F -5.03 7.58 4.35 0.108
F -5.85 9.01 2.72 0.067
C 5.35 -5.78 -9.19 -0.594
F 5.93 -4.75 -9.86 0.099
F 6.34 -6.57 -8.73 0.114
F 4.63 -5.15 -8.18 0.076
S 4.16 -6.70 -10.31 0.686
O 3.47 -7.67 -9.43 -0.317
O 3.25 -5.70 -10.77 -0.292
N 5.29 -7.41 -11.51 -0.299
S 4.58 -7.10 -12.85 0.519
O 3.18 -7.45 -12.95 -0.315
O 4.80 -5.78 -13.45 -0.367
C 5.65 -8.17 -14.15 -0.671
F 5.48 -7.71 -15.39 0.124
F 6.90 -8.27 -13.86 0.159
F 5.08 -9.39 -14.05 0.079
C -0.44 -6.30 7.79 -0.629
F -0.34 -6.18 6.51 0.165
F -1.26 -7.34 8.05 0.111
F 0.74 -6.44 8.42 0.101
S -1.19 -4.55 8.55 0.729
O -1.35 -3.59 7.44 -0.350
O -2.42 -4.85 9.31 -0.366
N -0.03 -4.15 9.90 -0.293
S 0.91 -3.12 9.09 0.520
O 1.61 -3.71 7.94 -0.364
O 0.28 -1.86 8.91 -0.300
C 2.39 -2.77 10.23 -0.556
F 2.92 -3.96 10.70 0.065
F 3.37 -2.02 9.61 0.081
F 1.96 -1.94 11.22 0.085
C 12.47 9.61 2.46 -0.573
F 13.64 9.61 3.18 0.062
F 11.52 10.00 3.37 0.076
F 12.65 10.51 1.52 0.126
S 12.13 7.78 1.68 0.692
O 11.61 8.00 0.34 -0.334
O 13.46 7.17 1.74 -0.343
N 11.01 7.16 2.90 -0.315
S 9.54 7.17 2.22 0.572
O 9.09 8.46 1.76 -0.318
O 9.38 6.11 1.21 -0.341
C 8.46 6.63 3.63 -0.677
F 9.13 6.52 4.78 0.112
F 7.50 7.51 3.81 0.150
F 7.92 5.41 3.40 0.110
C -4.69 5.73 -6.23 -0.680
F -5.85 5.20 -6.57 0.140
F -4.02 6.22 -7.24 0.175
F -5.01 6.74 -5.39 0.096
S -3.78 4.41 -5.20 0.720
O -3.47 3.31 -6.14 -0.315
O -2.59 4.95 -4.53 -0.340
N -4.99 4.06 -3.97 -0.341
S -5.64 2.78 -4.45 0.546
O -6.07 2.72 -5.85 -0.324
O -4.80 1.62 -3.98 -0.352
C -7.22 2.80 -3.27 -0.643
F -6.82 2.79 -1.99 0.111
F -7.96 3.86 -3.52 0.135
F -7.90 1.73 -3.70 0.122
C -3.38 -7.98 -7.81 -0.696
F -2.98 -7.57 -6.57 0.078
F -4.44 -7.33 -8.02 0.189
F -2.41 -7.77 -8.66 0.160
S -3.83 -9.91 -7.57 0.699
O -3.38 -10.32 -6.21 -0.355
O -5.29 -10.01 -7.68 -0.356
N -3.03 -10.70 -8.89 -0.314
S -4.03 -10.40 -10.04 0.530
O -5.21 -11.21 -10.03 -0.325
O -4.18 -8.97 -10.30 -0.338
C -2.99 -11.08 -11.58 -0.741
F -3.06 -12.40 -11.39 0.111
F -3.65 -10.72 -12.66 0.138
F -1.84 -10.58 -11.59 0.221
C -9.34 1.16 12.74 -0.525
F -9.61 1.13 11.38 0.070
F -9.73 2.40 13.19 0.071
F -10.24 0.34 13.39 0.065
S -7.48 0.67 13.20 0.692
O -7.49 0.96 14.68 -0.367
O -7.27 -0.70 12.94 -0.280
N -6.59 1.89 12.30 -0.301
S -6.16 1.16 11.02 0.510
O -5.21 0.06 11.31 -0.341
O -7.12 0.68 10.08 -0.312
C -5.21 2.62 10.18 -0.648
F -5.89 3.75 10.37 0.112
F -4.03 2.72 10.73 0.155
F -5.10 2.36 8.84 0.099

---

47
Properties=species:S:1:pos:R:3:nbo_charge:R:1 method="wB97M-V/def2-TZVPD" homo_lumo_gap_ev=8.673 e_above_lowest_kj_mol=0.0 smiles="Cc1oc2ccc(NS(=O)(=O)c3ccccc3)cc2c1C(=O)Nc1ccccc1" charge=0 energy_ev=-45112.1285
C -1.91 -4.34 -0.39 -0.684
C -0.91 -3.38 0.12 0.424
O 0.36 -3.84 0.29 -0.408
C 1.09 -2.80 0.76 0.243
C 2.44 -2.81 1.07 -0.206
C 3.00 -1.63 1.50 -0.253
C 2.22 -0.48 1.66 0.136
N 2.79 0.74 2.07 -0.838
S 2.44 2.10 1.14 2.318
O 3.47 3.05 1.46 -0.926
O 1.07 2.47 1.33 -0.941
C 2.65 1.48 -0.52 -0.353
C 1.54 1.26 -1.32 -0.128
C 1.71 0.69 -2.57 -0.223
C 2.98 0.35 -3.01 -0.186
C 4.09 0.58 -2.20 -0.194
C 3.92 1.15 -0.95 -0.195
C 0.87 -0.49 1.39 -0.284
C 0.29 -1.65 0.89 -0.004
C -1.02 -2.06 0.45 -0.277
C -2.26 -1.26 0.30 0.679
O -3.36 -1.78 0.16 -0.621
N -2.04 0.08 0.29 -0.619
C -2.96 1.13 0.22 0.228
C -2.46 2.42 0.40 -0.280
C -3.31 3.51 0.33 -0.182
C -4.66 3.32 0.07 -0.238
C -5.15 2.04 -0.11 -0.189
C -4.31 0.95 -0.04 -0.272
H -2.86 -3.83 -0.51 0.275
H -1.58 -4.77 -1.33 0.230
H -2.04 -5.16 0.32 0.236
H 3.03 -3.71 0.97 0.230
H 4.06 -1.59 1.74 0.215
H 3.77 0.70 2.32 0.413
H 0.57 1.56 -0.96 0.225
H 0.86 0.52 -3.20 0.225
H 3.12 -0.10 -3.98 0.220
H 5.08 0.33 -2.55 0.221
H 4.76 1.35 -0.30 0.232
H 0.31 0.41 1.61 0.238
H -1.09 0.38 0.42 0.400
H -1.41 2.57 0.62 0.223
H -2.92 4.50 0.48 0.215
H -5.32 4.17 0.02 0.212
H -6.20 1.89 -0.30 0.213
H -4.70 -0.05 -0.17 0.253